Formula: F2FeH30O17P
Source: the Open Molecules 2025 dataset
Level of theory: wB97M-V/def2-TZVPD

Values from the calculation:
2S+1: 6
Lowest unoccupied orbital energy (alpha / beta) in eV: -8.650 / -10.736
<S²>: 8.765
Kohn-Sham gap (alpha / beta) in eV: 7.2 / 5.1
Total charge: +2

Atoms and positions in Å:
H 1.9343 -0.3752 3.7766
H -0.4457 2.8478 -0.7894
O 1.4113 -3.2782 0.7496
H 3.3763 2.9688 -0.1264
P 0.5163 0.5548 -0.3664
H -2.9237 -0.5082 2.7456
O -0.4547 3.7398 -1.1254
Fe -2.4877 0.8798 0.2836
H -2.5537 1.1628 -2.4344
O -1.6007 -2.5312 -1.2024
O -0.9747 -0.0902 0.0416
O 1.2863 1.6668 -3.0254
O -2.2647 2.7778 1.1936
H 1.7743 1.4958 -3.7924
H 2.8243 2.1568 1.0276
H -0.8147 -1.9602 -1.3464
O 3.9143 -1.4052 1.8256
H 1.5613 2.5648 -3.0484
O 1.0413 -0.4692 3.4306
O -2.8597 0.2958 2.1886
O 3.1493 1.2178 2.3006
F 0.8963 -0.2112 0.9916
H -0.3577 -0.4492 -3.7124
H -2.5887 0.9708 2.8476
O -0.9207 -2.0822 1.5606
H -4.2177 -1.7142 0.1476
H 1.7383 -3.0752 -0.1034
H -0.7887 -1.2782 1.0476
H -0.8387 3.6928 -2.0174
H -2.8987 -1.6492 -0.6054
O 2.5923 2.3958 0.1306
O -2.9907 1.3798 -1.6314
H -1.4077 2.9098 1.5276
H 1.8323 -2.7982 -2.5554
H -2.7707 3.5828 1.3116
H -1.3967 -3.0682 -0.4744
H 3.3173 0.3298 2.6686
H -3.6777 2.0328 -1.8444
H 4.0753 -2.3372 1.6386
H 2.7633 -3.7802 -1.9224
F 0.3783 -0.7832 -1.2644
O -0.7257 1.3828 -0.1564
O 2.5033 -2.8472 -1.9174
H -1.8497 -2.0762 1.5786
H -1.6837 -0.8052 -3.6214
H 0.8023 -2.5902 0.9766
O -3.5687 -1.1042 -0.1884
H 3.0593 1.7098 3.1666
O -1.1707 -0.0352 -3.4464
H 3.4253 -1.2362 1.0416
H 1.0613 -0.1772 2.5176

Formula: C6H13N
Source: the Open Molecules 2025 dataset
Level of theory: wB97M-V/def2-TZVPD

Values from the calculation:
Lowest unoccupied orbital energy in eV: 1.151
Kohn-Sham gap in eV: 9.8
SMILES: C=CCCNCC

Atoms and positions in Å:
H 0.1464 0.3106 1.2553
H 2.6588 0.3027 0.7849
H -1.3003 -0.3237 -1.2747
H 1.0593 2.4297 1.0688
C -3.2848 -2.0668 -0.6352
H 3.0184 1.0802 -0.7560
C 2.1740 2.2762 0.7122
H 2.6178 2.1421 1.6342
C 2.2462 0.8448 -0.0582
C -1.3297 -0.4138 -0.2051
H -1.9729 0.4003 0.1354
H 2.7459 2.9943 0.0331
N 1.0688 0.0851 -0.6461
H 0.8130 0.6987 -1.4652
H -1.5577 -2.6073 0.2126
H 0.5326 -1.3744 0.5628
H -3.9956 -1.5764 -1.0715
C 0.1512 -0.3529 0.4111
H -3.6605 -3.1152 -0.5433
C -2.1308 -1.7340 -0.1549